Below is a 14-piece molecular cluster, C68H168N12O14 overall, with properties calculated with ωB97M-V/def2-TZVPD.

CARTESIAN COORDINATES (ANGSTROEM)
C: 1.7357 -1.3632 -5.7043
C: 0.4774 -0.5589 -5.9692
C: -0.5546 -0.8868 -4.8698
O: -1.1799 -2.1731 -5.0570
C: -2.1374 -2.5811 -4.0839
N: 0.8645 0.8783 -6.1392
H: 2.2220 -1.0699 -4.7739
H: 2.5370 -1.1127 -6.3995
H: 1.6105 -2.4460 -5.7045
H: 0.0924 -0.8558 -6.9448
H: -1.3383 -0.1299 -4.8351
H: -0.1020 -0.9037 -3.8783
H: -1.6944 -2.7475 -3.1020
H: -2.6296 -3.5096 -4.3730
H: -2.9481 -1.8524 -4.0829
H: 0.8137 1.2581 -5.2047
H: 0.1325 1.4827 -6.4841
C: 8.1525 3.8476 5.4760
C: 7.6236 2.5457 4.8174
C: 7.6058 2.7010 3.3084
O: 7.0827 1.5339 2.5768
C: 7.2623 1.6944 1.1780
N: 8.4217 1.4503 5.3309
H: 9.1025 4.1397 5.0287
H: 8.4069 3.7338 6.5298
H: 7.4828 4.6973 5.3434
H: 6.5870 2.3294 5.0757
H: 8.5849 2.9792 2.9185
H: 6.9874 3.5650 3.0652
H: 6.8382 0.8765 0.5955
H: 8.3177 1.5850 0.9283
H: 6.8608 2.6444 0.8254
H: 9.3944 1.6832 5.1904
H: 8.2468 0.5261 4.9630
C: -2.7233 -4.9947 -1.3773
C: -2.4790 -6.0602 -0.3543
C: -2.0580 -5.5395 1.0095
O: -0.7648 -4.9402 0.9321
C: -0.3024 -4.4079 2.2126
N: -3.6865 -6.8429 -0.3474
H: -3.6607 -4.4653 -1.2071
H: -2.7744 -5.4728 -2.3555
H: -1.9272 -4.2506 -1.4038
H: -1.6286 -6.6272 -0.7332
H: -2.0464 -6.4378 1.6267
H: -2.7757 -4.8935 1.5151
H: 0.7152 -4.0290 2.1178
H: -0.3574 -5.1521 3.0071
H: -0.8915 -3.5996 2.6461
H: -3.5075 -7.5957 -0.9965
H: -4.4173 -6.3212 -0.8098
C: 5.8122 -0.0886 -5.5945
C: 5.2213 0.6301 -4.3482
C: 6.1613 1.1127 -3.2875
O: 7.3515 0.2770 -3.0535
C: 6.9811 -0.8939 -2.3714
N: 4.3162 1.6475 -4.8373
H: 4.9684 -0.3198 -6.2446
H: 6.1611 -1.1154 -5.4846
H: 6.6494 0.4385 -6.0521
H: 4.6110 -0.1155 -3.8387
H: 5.5322 1.3243 -2.4228
H: 6.6841 2.0217 -3.5850
H: 6.3339 -1.6192 -2.8645
H: 6.4912 -0.6591 -1.4263
H: 7.8843 -1.4555 -2.1331
H: 3.6455 1.2269 -5.4644
H: 3.7501 2.0861 -4.1251
C: -6.4890 2.7108 -6.2271
C: -4.9691 3.1555 -5.9256
C: -4.7987 3.8442 -4.5664
O: -5.1985 2.9561 -3.4713
C: -4.7105 3.3691 -2.2042
N: -4.1158 2.0487 -6.1488
H: -6.5437 2.2353 -7.2064
H: -7.1857 3.5463 -6.2957
H: -6.8338 2.0937 -5.3974
H: -4.6797 3.9041 -6.6632
H: -5.3477 4.7747 -4.4220
H: -3.7732 4.1909 -4.4395
H: -4.9842 2.6298 -1.4514
H: -5.1230 4.3544 -1.9874
H: -3.6282 3.4827 -2.2658
H: -4.6050 1.5391 -6.8706
H: -4.3789 1.4330 -5.3927
C: 0.2109 4.0529 3.8679
C: 0.3429 4.3171 2.3328
C: -0.1454 5.6112 1.7841
O: 0.0909 5.6819 0.3538
C: -0.3755 6.7990 -0.3174
N: 1.6996 4.1340 2.0036
H: 0.5497 3.0472 4.1165
H: -0.8054 4.0013 4.2585
H: 0.7479 4.8051 4.4457
H: -0.2231 3.5187 1.8529
H: 0.4264 6.3186 2.3847
H: -1.1965 5.8415 1.9582
H: 0.0707 7.7030 0.0970
H: -1.4437 6.9055 -0.1288
H: -0.1597 6.7546 -1.3849
H: 2.1862 4.6878 2.6939
H: 1.8331 4.5960 1.1154
C: -5.1106 -0.7953 -1.8894
C: -5.4176 -0.7776 -3.3150
C: -6.9448 -0.8157 -3.7745
O: -7.6040 -1.8343 -2.9893
C: -9.0064 -1.7468 -3.0015
N: -4.7093 0.3865 -3.8864
H: -4.7126 0.1497 -1.5196
H: -4.2514 -1.4441 -1.7196
H: -5.9578 -1.0716 -1.2617
H: -5.0189 -1.7320 -3.6590
H: -7.0980 -0.9744 -4.8420
H: -7.4085 0.1434 -3.5440
H: -9.3007 -1.7818 -4.0505
H: -9.2849 -0.8276 -2.4861
H: -9.4260 -2.5691 -2.4219
H: -3.7922 0.3259 -3.4677
H: -5.0871 1.2623 -3.5543
C: 4.3457 4.1197 -2.3811
C: 3.5746 5.3625 -1.9195
C: 2.8666 6.1715 -2.9500
O: 2.4686 7.3497 -2.2507
C: 1.6073 8.1576 -3.0694
N: 2.6425 4.9405 -0.8387
H: 3.6375 3.3482 -2.6835
H: 4.8917 3.6838 -1.5444
H: 5.0039 4.3456 -3.2200
H: 4.1593 6.1119 -1.3861
H: 2.0135 5.5702 -3.2640
H: 3.5918 6.3009 -3.7534
H: 0.7774 7.6159 -3.5232
H: 2.2180 8.5512 -3.8819
H: 1.1992 9.0257 -2.5517
H: 2.2703 4.0463 -1.1250
H: 1.8873 5.6110 -0.8260
O: 1.2125 2.0842 -3.4219
H: 1.0320 1.8384 -2.5146
H: 0.7505 2.9139 -3.5422
O: 4.7525 4.3696 1.3975
H: 3.9610 4.5011 0.8756
H: 4.4303 4.1839 2.2795
C: -5.2801 1.0470 4.5429
C: -5.7047 0.0488 3.4523
C: -4.9493 -1.3509 3.6000
C: -5.6404 -2.5205 2.8737
C: -7.1443 -2.6817 3.2036
C: -7.9075 -1.2722 2.9508
N: -7.1746 -0.1426 3.5911
O: -7.8202 1.0204 3.4214
C: -8.1953 -1.1977 1.4567
C: -9.2404 -1.3877 3.8079
C: -5.3276 0.6418 2.0586
H: -4.2252 1.3024 4.4422
H: -5.5525 0.6646 5.5266
H: -5.8349 1.9853 4.5420
H: -3.9056 -1.4284 3.2954
H: -4.9441 -1.6010 4.6609
H: -5.1636 -3.4553 3.1684
H: -5.5186 -2.4112 1.7960
H: -7.1469 -2.9438 4.2616
H: -7.6634 -3.4192 2.5914
H: -7.3042 -1.2919 0.8360
H: -8.7460 -2.0477 1.0539
H: -8.6699 -0.2773 1.1166
H: -10.1107 -0.7987 3.5184
H: -9.6476 -2.3986 3.7860
H: -9.0814 -1.0721 4.8390
H: -5.8059 1.5989 1.8506
H: -5.7931 0.0335 1.2831
H: -4.2743 0.7785 1.8137
H: -8.0687 1.2585 4.3176
C: 2.1908 0.7443 1.5222
C: 1.9550 0.5870 -0.0169
C: 1.9539 -0.9266 -0.3346
C: 0.6300 -1.6713 0.0257
C: -0.6172 -0.9458 -0.3908
C: -0.6477 0.5444 -0.0602
N: 0.6668 1.1768 -0.4995
O: 0.5351 2.5893 -0.5717
C: -1.8466 1.1480 -0.8680
C: -0.9925 0.6340 1.4295
C: 3.1329 1.1912 -0.7459
H: 1.9051 1.7289 1.8923
H: 3.2611 0.7584 1.7282
H: 1.7721 -0.0460 2.1454
H: 2.1491 -1.0837 -1.3954
H: 2.8244 -1.3861 0.1337
H: 0.5214 -1.7539 1.1071
H: 0.6767 -2.6408 -0.4701
H: -1.4706 -1.5637 -0.1116
H: -0.6095 -1.0826 -1.4722
H: -1.8577 2.2366 -0.9214
H: -1.7026 0.8413 -1.9040
H: -2.8700 0.9422 -0.5543
H: -0.2864 0.0377 2.0073
H: -1.0980 1.6388 1.8387
H: -1.8948 0.0464 1.5987
H: 4.0444 0.9017 -0.2229
H: 3.0306 2.2683 -0.6137
H: 3.2658 1.0418 -1.8174
H: 0.4492 2.9071 0.3301
C: 4.3671 -6.4566 -0.5695
C: 3.4556 -5.2056 -0.5444
C: 4.1349 -4.0576 -1.4217
C: 4.0499 -4.2597 -2.9125
C: 2.6333 -4.4108 -3.3697
C: 1.8816 -5.4869 -2.5830
N: 2.0612 -5.3980 -1.0990
O: 1.3224 -6.3396 -0.4115
C: 0.3903 -5.2017 -2.9071
C: 2.1746 -6.9465 -3.1778
C: 3.2930 -4.6769 0.9638
H: 4.4225 -6.9717 -1.5285
H: 4.0911 -7.1448 0.2294
H: 5.4065 -6.1750 -0.4008
H: 3.6931 -3.1459 -1.0196
H: 5.2040 -3.9342 -1.2493
H: 4.5583 -5.2132 -3.0554
H: 4.5329 -3.3574 -3.2873
H: 2.6777 -4.5773 -4.4460
H: 2.0757 -3.4764 -3.3063
H: 0.1390 -4.9656 -3.9411
H: -0.2003 -6.0775 -2.6385
H: 0.0628 -4.4612 -2.1774
H: 1.4228 -7.6970 -2.9335
H: 2.3244 -6.9393 -4.2574
H: 3.0252 -7.5071 -2.7901
H: 3.0264 -3.6204 0.9914
H: 4.2420 -4.7120 1.4988
H: 2.5591 -5.2530 1.5274
H: 0.6176 -5.7890 -0.0627
C: -1.4488 -0.3603 7.0585
C: -0.1375 -0.0185 6.2766
C: 0.5589 1.1858 7.0797
C: 2.0050 1.3537 6.7284
C: 2.7166 0.0155 6.9878
C: 2.1918 -1.1836 6.2106
N: 0.7083 -1.2442 6.3504
O: 0.2047 -2.3547 5.7397
C: 2.6507 -0.9845 4.7882
C: 2.8150 -2.4967 6.8538
C: -0.4941 0.4259 4.8281
H: -1.1336 -0.6806 8.0516
H: -2.0557 -1.0818 6.5116
H: -1.9774 0.5541 7.3277
H: 0.1315 2.1333 6.7516
H: 0.4711 1.1140 8.1638
H: 2.4367 2.1462 7.3397
H: 2.1537 1.7673 5.7309
H: 2.5535 -0.2274 8.0378
H: 3.8033 0.0151 6.9038
H: 2.1030 -0.1642 4.3242
H: 3.6855 -0.6716 4.6483
H: 2.4871 -1.7879 4.0699
H: 2.5980 -3.4050 6.2916
H: 3.8821 -2.3460 6.6899
H: 2.6373 -2.5630 7.9271
H: -0.8226 -0.3797 4.1714
H: 0.2305 1.0550 4.3111
H: -1.4479 0.9528 4.8539
H: -0.1175 -2.8282 6.5102

Calculated values
Calculated total energy: -119773.80691 eV
2S+1: 2
Expectation value of S²: 0.751
Net charge: -1
HOMO energy (spin up / spin down): 0.4 / -6.7 eV

These are the Löwdin partial charges, in e, on atoms 1 to 99: atom 1 (C): -0.076, atom 2 (C): -0.388, atom 3 (C): -0.173, atom 4 (O): -0.194, atom 5 (C): -0.094, atom 6 (N): 0.050, atom 7 (H): 0.065, atom 8 (H): 0.063, atom 9 (H): 0.071, atom 10 (H): 0.134, atom 11 (H): 0.115, atom 12 (H): 0.108, atom 13 (H): 0.061, atom 14 (H): 0.088, atom 15 (H): 0.061, atom 16 (H): 0.010, atom 17 (H): 0.063, atom 18 (C): -0.062, atom 19 (C): -0.440, atom 20 (C): -0.190, atom 21 (O): -0.188, atom 22 (C): -0.121, atom 23 (N): 0.030, atom 24 (H): 0.071, atom 25 (H): 0.072, atom 26 (H): 0.074, atom 27 (H): 0.134, atom 28 (H): 0.119, atom 29 (H): 0.112, atom 30 (H): 0.068, atom 31 (H): 0.082, atom 32 (H): 0.077, atom 33 (H): 0.066, atom 34 (H): 0.070, atom 35 (C): -0.084, atom 36 (C): -0.451, atom 37 (C): -0.183, atom 38 (O): -0.212, atom 39 (C): -0.064, atom 40 (N): 0.047, atom 41 (H): 0.084, atom 42 (H): 0.086, atom 43 (H): 0.050, atom 44 (H): 0.134, atom 45 (H): 0.121, atom 46 (H): 0.125, atom 47 (H): 0.066, atom 48 (H): 0.088, atom 49 (H): 0.081, atom 50 (H): 0.075, atom 51 (H): 0.062, atom 52 (C): -0.038, atom 53 (C): -0.455, atom 54 (C): -0.169, atom 55 (O): -0.166, atom 56 (C): -0.137, atom 57 (N): 0.066, atom 58 (H): 0.059, atom 59 (H): 0.065, atom 60 (H): 0.081, atom 61 (H): 0.110, atom 62 (H): 0.097, atom 63 (H): 0.128, atom 64 (H): 0.066, atom 65 (H): 0.073, atom 66 (H): 0.088, atom 67 (H): 0.049, atom 68 (H): 0.024, atom 69 (C): -0.041, atom 70 (C): -0.430, atom 71 (C): -0.169, atom 72 (O): -0.278, atom 73 (C): -0.130, atom 74 (N): 0.032, atom 75 (H): 0.062, atom 76 (H): 0.060, atom 77 (H): 0.055, atom 78 (H): 0.121, atom 79 (H): 0.114, atom 80 (H): 0.096, atom 81 (H): 0.077, atom 82 (H): 0.063, atom 83 (H): 0.069, atom 84 (H): 0.059, atom 85 (H): 0.002, atom 86 (C): -0.058, atom 87 (C): -0.471, atom 88 (C): -0.200, atom 89 (O): -0.238, atom 90 (C): -0.186, atom 91 (N): 0.049, atom 92 (H): 0.040, atom 93 (H): 0.061, atom 94 (H): 0.073, atom 95 (H): 0.099, atom 96 (H): 0.123, atom 97 (H): 0.101, atom 98 (H): 0.085, atom 99 (H): 0.057